(1)
The following is a quantum chemistry calculation of the ion C4H10N with charge +1 in a non-equilibrium geometry, from the Open Molecules 2025 dataset.

Atoms and positions in Å:
N -0.7775 -0.4181 0.8833
C 1.2927 0.1180 -0.2849
C 0.7148 -0.7960 0.8157
C -1.0819 0.5061 -0.3383
C 0.0634 0.4891 -1.2816
H 2.2860 0.0037 -0.7120
H -0.1024 -0.2799 -2.0839
H 1.3033 1.2907 0.2569
H 1.1297 -0.6261 1.7903
H 0.0578 1.5105 -1.6202
H -1.9417 0.0055 -0.8888
H -0.9378 -0.0583 1.8475
H -1.2487 -1.3112 0.9485
H 0.7952 -1.9099 0.7954
H -1.5530 1.4761 -0.1278

Properties
HOMO energy	-15.57	eV
HOMO-LUMO gap	12.01	eV
charge	+1
SMILES	C1CC[NH2+]C1

(2)
The following is a quantum chemistry calculation of a cluster of 2 separate species, C9H16N3 in total in a non-equilibrium geometry, from the Open Molecules 2025 dataset.

Atoms and positions in Å:
N -0.1399 -0.6984 2.1741
N 1.5883 -1.8465 3.1819
N 2.0481 0.0275 1.9291
C -0.4617 -1.7059 -2.8164
C -1.8024 0.7441 -0.2372
C -1.4161 -0.4467 -0.8290
C -0.8871 -0.4460 -2.1196
C -1.2046 1.9565 -2.2016
C -0.8975 0.7487 -2.8271
C 1.1569 -0.7845 2.4872
C -1.6150 1.9678 -0.8768
C 1.7141 1.3156 1.3326
H 0.3509 -2.2569 -2.3442
H 1.9455 2.1378 2.0082
H -2.2793 0.7371 0.7346
H 0.6813 1.3893 1.0051
H 2.5703 -2.0478 3.1845
H 2.3268 1.4678 0.4524
H -1.1203 2.9073 -2.7145
H -1.3235 -2.3245 -3.0810
H 0.9732 -2.6249 3.2964
H -0.4210 0.0236 1.5334
H -0.8453 -0.9339 2.8594
H 3.0238 -0.1433 2.1288
H -1.4413 -1.3842 -0.2924
H -1.7618 2.8592 -0.2773
H -0.7012 0.8239 -3.8808
H -0.0611 -1.4629 -3.8099

Properties
HOMO energy	-11.97	eV
HOMO-LUMO gap	9.00	eV
charge	+1

(3)
The following is a quantum chemistry calculation of a structure of composition C13H16BrN2OPtSSi in a non-equilibrium geometry, from the Open Molecules 2025 dataset.

Atoms and positions in Å:
Pt -10.5164 8.0269 8.7608
Br -8.8443 8.6912 6.7213
S -11.9623 7.4399 10.5144
Si -15.1869 8.7073 11.3911
O -5.7171 4.5202 7.6967
N -11.8155 9.4696 9.0388
N -9.1876 6.5678 8.3692
C -14.2570 7.6099 12.6776
C -6.8663 5.1499 8.0071
C -7.8144 4.6911 8.8848
C -13.7719 9.6590 10.4495
C -8.3000 6.9656 7.4982
C -14.0843 10.8322 9.7728
C -9.0009 5.3981 9.0159
C -15.8645 7.6287 10.0533
C -13.2698 11.3030 8.7308
C -12.1141 10.6647 8.4460
C -12.5893 8.9899 10.0416
C -16.4290 9.9595 12.0157
C -7.0549 6.3566 7.3071
H -14.8090 7.8182 13.5921
H -14.9987 6.9107 9.8152
H -16.7017 7.0078 10.4260
H -13.5005 12.1750 8.1748
H -14.2544 6.5569 12.4816
H -16.1897 10.1576 13.0541
H -5.5854 3.7309 8.2806
H -14.9464 11.3969 10.0251
H -16.1558 8.1529 9.1314
H -13.2433 7.9997 12.7170
H -7.7499 3.7526 9.4097
H -11.3662 11.1124 7.7503
H -16.4548 10.9005 11.4609
H -9.8289 5.0094 9.6038
H -17.4913 9.5920 11.9556
H -6.2883 6.7897 6.7808

Properties
2S+1	3
HOMO energy (alpha / beta)	-9.78 / -12.08	eV
HOMO-LUMO gap (alpha / beta)	6.72 / 6.45	eV
charge	+1

(4)
The following is a quantum chemistry calculation of a structure of composition C20H18ClFeNO5 in a non-equilibrium geometry, from the Open Molecules 2025 dataset.

Atoms and positions in Å:
Fe 3.4145 0.1521 -1.8728
Cl -6.0311 -5.8735 0.7524
O 5.3587 1.2774 0.1632
O -0.6096 0.7900 3.3283
O 4.3503 -2.6587 -1.2898
O -0.3294 2.6495 2.0288
O 5.4218 0.3282 -4.1444
N -2.5501 -0.1553 1.5917
C -2.0409 1.0506 1.5218
C -4.1732 -2.6367 -0.5949
C -5.1282 -4.4234 0.6857
C 1.4628 4.1519 2.6550
C 2.4252 2.0220 -2.3052
C -3.1406 -0.7261 0.5488
C 1.7436 -0.1938 -3.1278
C 4.6438 0.8474 -0.6125
C -4.8334 -3.8351 -0.5464
C 4.6815 0.2635 -3.2816
C -4.0376 -2.6243 1.8254
C 2.1677 1.6409 -0.9487
C 4.0149 -1.5944 -1.5095
C 1.7178 0.3699 -0.6207
C -3.7714 -1.9817 0.5958
C -4.7106 -3.8148 1.8704
C 2.1935 1.0934 -3.3708
C -0.9617 1.4817 2.3798
C 1.3612 -0.6321 -1.7168
C 0.8380 2.7787 2.8076
H -2.2999 1.6900 0.7018
H 1.3601 4.4822 1.6198
H 2.3675 2.3638 -0.1539
H -4.9366 -4.2880 2.8134
H 1.5323 0.1206 0.4282
H 1.5227 1.9740 2.4941
H 2.8202 3.0208 -2.5267
H 2.5236 4.1676 2.9134
H -5.1377 -4.3424 -1.4487
H 2.4248 1.4026 -4.3943
H 1.6769 -1.6716 -1.4787
H -3.9406 -2.1904 -1.5461
H 0.9505 4.8906 3.2784
H 0.2501 -0.6668 -1.7169
H -3.7139 -2.1398 2.7297
H 1.6029 -0.8795 -3.9668
H 0.5624 2.5642 3.8519
H -3.0429 -0.2451 -0.4114

Properties
2S+1	5
HOMO energy (alpha / beta)	-6.18 / -7.79	eV
HOMO-LUMO gap (alpha / beta)	6.04 / 6.18	eV
charge	0